# C70H187N15O21

A cluster of 16 separate species, C70H187N15O21 in total (wB97M-V/def2-TZVPD, the Open Molecules 2025 dataset).

The geometry in XYZ format:
```
293
Properties=species:S:1:pos:R:3:forces:R:3:mulliken_charge:R:1
C 3.85324 2.28549 -12.66787 0.126 1.640 1.086 -0.795
O 3.18020 1.82094 -11.50213 0.071 -0.100 0.015 -0.308
C 3.87140 1.98589 -10.24392 -0.344 -1.810 -0.562 -0.594
C 3.01776 1.22357 -9.18978 1.776 1.166 0.420 -0.399
N 3.68705 1.33594 -7.85318 0.119 -0.824 -1.421 -0.222
C 3.67694 2.63102 -7.20910 -0.593 -0.384 -0.082 -0.462
C 4.14336 2.65203 -5.74889 -1.092 -0.240 -0.479 -0.981
O 3.04508 2.23054 -4.91362 0.369 -0.071 -0.112 0.105
C 3.21137 2.52444 -3.53452 -0.243 0.274 -0.381 -1.031
H 3.16136 2.46619 -13.49052 -0.186 -0.615 0.154 0.270
H 4.75279 1.76680 -12.99937 -0.197 -0.740 0.184 0.298
H 4.20515 3.28312 -12.40519 0.274 0.405 -0.209 0.315
H 4.02785 3.01160 -9.90993 -0.237 0.331 -0.457 0.347
H 4.84418 1.50281 -10.33580 0.248 0.035 0.146 0.358
H 2.95560 0.15971 -9.41884 -0.068 0.176 -0.147 0.383
H 2.04763 1.70736 -9.30316 -0.553 -0.146 0.580 0.152
H 3.44116 0.51577 -7.31748 -0.056 0.387 0.425 0.076
H 2.64396 2.96567 -7.30414 -0.224 0.879 0.473 0.356
H 4.31213 3.31024 -7.77770 0.080 0.114 0.033 0.340
H 4.43383 3.66567 -5.47272 0.043 0.157 0.044 0.469
H 5.01550 2.00181 -5.68049 0.076 -0.197 0.391 0.352
H 2.29252 2.30966 -2.98891 -0.066 -0.559 -0.210 0.030
H 3.31053 3.60099 -3.39559 0.535 0.291 0.014 0.132
H 4.04745 1.98290 -3.09201 0.061 0.105 -0.021 0.632
C -0.50853 -2.54393 4.05812 1.222 -1.602 0.839 -0.354
O 0.01549 -1.67040 3.13987 -0.614 1.950 -1.748 1.794
C -0.36667 -0.34405 3.46270 0.980 0.155 1.712 -1.883
C 0.09356 0.65402 2.44938 -0.920 0.253 1.432 0.901
N -0.58384 0.49592 1.22314 0.564 0.693 -1.687 0.997
C 0.19574 1.15332 0.13846 -0.885 -1.009 0.240 -0.534
C -0.52031 0.95934 -1.19114 -0.209 -0.509 0.754 0.186
O -0.48663 -0.46255 -1.45678 -0.466 0.185 -1.017 0.299
C -1.28838 -0.86762 -2.60722 1.078 1.126 -0.759 -0.306
H 0.11632 -2.46262 4.94754 -0.268 -0.152 0.585 -0.026
H -0.27453 -3.50624 3.60281 -0.669 -0.459 0.393 -0.289
H -1.55332 -2.40202 4.33448 -0.202 -0.025 -0.332 0.191
H 0.14720 -0.07205 4.38468 0.509 0.034 0.434 0.294
H -1.38824 -0.29805 3.84005 -0.611 0.053 -0.898 0.545
H 1.18311 0.62261 2.45104 0.427 -0.112 -0.487 -0.399
H -0.20268 1.62898 2.83641 0.269 0.311 0.307 -0.675
H -0.64220 -0.49205 1.02162 0.166 -0.207 -0.423 -0.187
H 1.18690 0.70003 0.12332 0.286 -0.276 -0.485 0.140
H 0.43436 2.19419 0.35691 -0.658 0.217 0.137 -0.485
H -0.08270 1.69423 -1.86681 0.484 -0.718 -1.020 0.040
H -1.57543 1.23219 -1.17235 -0.209 0.242 0.509 -0.338
H -1.24828 -1.92931 -2.85078 0.218 -0.175 0.952 0.006
H -0.85495 -0.38754 -3.48459 0.128 0.199 -0.213 0.521
H -2.33607 -0.56798 -2.63308 -0.054 0.074 0.815 -0.619
C 9.14743 8.97777 3.31671 -0.580 1.757 0.725 -0.737
O 7.71600 9.03327 3.13146 0.222 -1.557 0.850 -0.370
C 7.03178 8.61932 4.36130 -0.105 -0.909 -1.742 -0.585
C 6.79646 7.06758 4.29896 -0.798 0.445 1.697 -0.361
N 5.91840 6.58875 5.42802 -0.642 0.693 -0.813 -0.291
C 5.60247 5.13960 5.48660 0.852 0.336 0.192 -0.887
C 4.62405 4.63151 4.42466 0.165 -0.221 -0.093 0.108
O 4.28556 3.24792 4.61047 -1.072 0.031 -1.022 -0.482
C 3.66744 2.65462 3.39169 1.764 0.422 0.706 0.343
H 9.27484 9.89598 3.89007 0.976 0.223 0.035 0.315
H 9.71583 9.06610 2.39084 -0.497 -0.186 -0.137 0.267
H 9.57918 8.20266 3.94987 -0.530 -0.627 -0.240 0.303
H 6.08164 9.15346 4.35455 0.074 -0.042 0.205 0.339
H 7.64406 8.88222 5.22392 -0.107 0.119 0.166 0.375
H 7.78855 6.62869 4.40493 0.138 -0.462 -0.564 0.222
H 6.27331 6.80833 3.37852 0.456 0.075 -0.111 0.251
H 6.31334 6.88302 6.30979 -0.019 -0.107 0.040 0.232
H 5.19065 4.88208 6.46240 0.000 0.288 0.119 0.367
H 6.58541 4.67212 5.42812 -0.116 -0.990 -0.262 0.336
H 5.11698 4.75331 3.46016 -0.186 0.040 -0.407 0.110
H 3.70584 5.21785 4.45940 -0.008 0.294 -0.109 0.047
H 4.42547 2.79183 2.62055 0.040 -0.406 -0.171 0.009
H 2.76619 3.05320 2.92587 -0.375 0.721 0.855 0.037
H 3.49728 1.59692 3.59270 0.219 0.095 0.134 -0.013
C 2.14535 -3.00784 -1.19118 -0.505 -0.714 -0.294 -0.170
O 2.82197 -3.43683 -0.02631 0.122 0.751 1.206 -0.541
C 2.74507 -2.54306 1.11936 -1.454 0.138 -0.521 0.607
C 2.91839 -3.26467 2.46487 1.008 0.342 -0.656 -0.164
N 3.04566 -2.31982 3.57704 1.215 -0.588 -0.607 -0.257
C 3.19751 -3.00506 4.86291 -0.216 -0.399 -0.115 0.005
C 3.34741 -2.03249 5.97624 -1.143 0.681 -0.370 -0.933
O 1.98841 -1.71217 6.28769 -0.313 0.903 1.711 0.024
C 1.82437 -0.77037 7.37937 1.198 0.150 -0.947 -0.898
H 2.55370 -2.16326 -1.74620 0.516 0.244 0.347 0.377
H 1.08628 -2.79161 -1.05087 -0.168 0.198 0.537 -0.081
H 2.14825 -3.86919 -1.85914 0.228 -0.015 -0.108 0.269
H 1.74874 -2.10765 1.19584 -0.600 -0.060 -0.416 -0.425
H 3.33765 -1.64187 0.96188 0.864 -0.291 0.239 0.143
H 3.83158 -3.85067 2.36103 0.059 -0.230 0.391 0.618
H 2.07814 -3.93422 2.64857 -0.190 -0.347 -0.281 -0.416
H 2.19966 -1.76811 3.57855 -0.232 0.080 0.380 -0.189
H 4.02872 -3.68309 5.05651 0.476 -0.125 -1.492 0.442
H 2.31149 -3.61785 5.02898 -0.184 -0.203 0.363 -0.456
H 3.87836 -1.17593 5.56091 0.063 0.395 0.207 0.298
H 3.94993 -2.43328 6.79137 -0.423 -0.054 0.495 0.563
H 0.79110 -0.60685 7.68553 -0.030 -0.652 -0.247 0.086
H 2.20951 0.19754 7.05854 -0.007 0.280 -0.191 0.275
H 2.47091 -1.02673 8.21864 -0.276 -0.416 0.264 0.400
C 2.03894 -1.15169 -5.71070 -0.764 0.266 1.662 -0.035
C 0.89806 -2.19134 -5.76167 1.334 2.626 -0.528 0.675
O 1.46979 -3.42604 -5.58231 0.330 -1.651 0.694 -0.583
O 2.91013 -1.26327 -6.77346 0.919 -0.584 -1.832 -0.640
H 2.63068 -1.33093 -4.81303 -0.286 0.134 0.548 0.522
H 1.70860 -0.11296 -5.70631 -0.372 -0.077 0.116 -0.458
H 0.52483 -2.07662 -6.77932 -0.785 -0.119 0.030 0.004
H 0.19239 -1.94148 -4.96938 -0.118 -0.367 -0.267 -0.304
H 2.25096 -3.48196 -6.13751 0.017 -0.142 -0.197 0.285
H 3.59289 -1.91493 -6.59802 0.103 0.093 0.006 0.301
C -2.47389 -2.13963 -6.00247 0.816 0.120 0.162 -0.587
C -2.94595 -0.76372 -6.41292 0.356 1.592 -2.108 1.824
C -1.81743 0.23114 -6.88007 1.174 -0.754 1.090 -1.257
O -1.04063 0.68256 -5.78056 -0.297 0.793 0.841 0.566
C -0.31261 1.89609 -6.03923 -0.652 -0.768 -0.038 -0.780
N -3.83455 -0.86716 -7.61815 0.114 -0.418 0.100 -0.771
H -1.93348 -2.08560 -5.05741 -0.381 0.069 0.296 -0.722
H -1.68395 -2.50874 -6.65658 -0.310 -0.111 -0.496 0.443
H -3.26866 -2.88225 -5.93199 -0.035 0.242 -0.065 0.653
H -3.46942 -0.28031 -5.58806 -0.260 -0.030 -0.105 -0.987
H -2.13403 1.07372 -7.49481 -0.797 0.210 0.311 0.452
H -1.07963 -0.25904 -7.51527 -0.174 -0.701 -0.547 0.255
H -0.96028 2.74814 -6.24574 -0.283 -0.100 -0.221 0.409
H 0.31649 1.68384 -6.90368 0.517 0.424 0.014 0.405
H 0.23597 2.18574 -5.14298 0.253 -0.439 -0.162 -0.243
H -3.30256 -1.32803 -8.34251 0.242 -1.193 0.099 0.322
H -3.88443 -0.00326 -8.13901 -0.476 0.955 0.723 0.289
C -4.95633 -2.53536 4.70489 -0.843 -0.737 0.028 -1.365
C -5.98940 -2.50129 3.52514 0.981 -0.602 1.360 1.246
C -7.46516 -2.64292 3.93606 1.122 -1.035 1.576 -0.927
O -7.55117 -3.81681 4.81792 0.384 1.459 -2.002 -0.280
C -8.87221 -4.11498 5.12662 0.076 -0.571 1.058 -0.774
N -5.81047 -1.28690 2.81205 -1.053 1.259 -0.700 -0.695
H -5.03243 -1.65324 5.34063 0.124 0.162 -0.199 0.395
H -3.93401 -2.71992 4.37489 0.034 0.625 -0.483 -0.036
H -5.09833 -3.40471 5.34690 -0.535 -0.035 0.039 0.479
H -5.77003 -3.38826 2.93079 0.028 -0.386 -0.244 -0.114
H -8.07109 -2.77009 3.03897 -0.209 -0.172 -0.055 0.458
H -7.83583 -1.79584 4.51326 0.106 0.351 -0.131 0.392
H -9.59451 -3.96335 4.32451 0.111 -0.213 -0.291 0.306
H -9.20268 -3.52980 5.98479 -0.216 0.268 0.145 0.295
H -8.80491 -5.15007 5.46156 -0.660 -0.141 -0.145 0.240
H -4.89933 -1.09186 2.42233 0.587 -0.399 0.342 0.113
H -6.44417 -1.25464 2.02624 -0.284 0.144 -0.119 0.329
C 0.81007 -7.35247 -4.56863 0.045 -0.539 1.545 -1.512
C -0.37713 -6.72160 -5.24439 -0.223 0.899 -0.671 0.234
C -1.34840 -5.91559 -4.33538 0.555 -0.947 0.606 0.818
O -2.62506 -5.55683 -4.89539 1.528 -0.614 0.402 -0.435
C -3.41778 -4.83514 -3.96832 0.147 0.109 -0.595 -0.096
N 0.12848 -5.89875 -6.35331 -0.509 -1.004 -0.180 -0.710
H 1.29706 -8.02522 -5.27458 0.341 0.468 -0.058 0.362
H 0.49731 -8.01134 -3.75859 -0.435 -0.238 0.088 0.351
H 1.49426 -6.70246 -4.02321 0.278 0.445 -0.612 0.273
H -0.83970 -7.62694 -5.63745 -0.826 0.377 -0.374 0.329
H -0.80572 -5.06801 -3.91681 0.057 0.746 -0.481 0.032
H -1.45082 -6.51290 -3.42938 -0.756 -0.432 0.195 -0.463
H -3.04657 -3.81758 -3.84646 0.015 0.204 -0.030 -0.217
H -3.43480 -5.25944 -2.96444 -0.137 -0.436 -0.005 0.193
H -4.39831 -4.82324 -4.44427 -0.160 0.154 0.432 0.357
H -0.68254 -5.54455 -6.84001 0.090 0.380 -0.214 0.333
H 0.68220 -5.13328 -5.99619 -0.258 0.172 0.046 0.360
C -8.07189 2.51863 -4.26113 1.023 0.589 0.347 -1.390
C -6.82476 2.06628 -5.06485 -1.759 -0.103 0.166 0.365
C -5.77316 1.50535 -4.10898 0.172 -0.252 -1.222 0.326
O -5.46249 2.46974 -3.13543 -0.902 -0.169 -0.127 -0.460
C -4.65874 2.00350 -2.12223 1.113 0.249 1.517 -0.370
N -7.23568 1.06383 -6.12179 1.153 0.930 1.326 -0.681
H -8.41276 1.80823 -3.50797 -0.286 -0.346 -0.450 0.296
H -8.85308 2.92982 -4.90048 -0.186 -0.514 -0.093 0.432
H -7.75589 3.37613 -3.66706 0.078 0.090 0.087 0.343
H -6.48004 2.99500 -5.51952 0.464 -0.012 -0.159 0.306
H -4.84193 1.24718 -4.61321 0.261 0.111 -0.535 -0.397
H -6.11528 0.52331 -3.78238 -0.432 0.135 0.809 0.026
H -4.34925 2.85282 -1.51316 0.119 0.283 -0.223 0.239
H -3.74657 1.49523 -2.43477 0.197 -0.044 -0.569 0.080
H -5.08716 1.34706 -1.36485 -0.862 -0.347 -0.321 0.343
H -6.50881 1.17417 -6.81432 -0.061 -0.509 -0.523 0.206
H -8.09309 1.39844 -6.53770 -0.098 0.037 -0.091 0.283
C -2.86822 -3.34123 0.85389 -0.898 -0.114 -1.079 -2.201
C -2.99811 -1.86867 0.47620 0.439 -0.036 0.597 5.044
C -4.23269 -1.47990 -0.36665 1.600 -1.492 -0.252 -2.003
O -3.98602 -2.04659 -1.68530 -2.119 0.892 0.702 0.351
C -5.21060 -1.93642 -2.44730 1.069 -1.488 -0.770 -0.941
N -3.04375 -1.12479 1.72747 0.226 0.917 0.116 -0.802
H -3.84993 -3.71217 1.14845 -0.081 -0.253 0.107 0.103
H -2.18031 -3.53105 1.67781 0.127 0.270 -0.078 0.373
H -2.52791 -3.89051 -0.02394 -0.075 -0.275 0.183 0.355
H -2.09125 -1.64075 -0.08393 0.022 0.326 -0.318 -1.962
H -4.40375 -0.40759 -0.46145 0.306 0.159 0.156 0.306
H -5.08879 -1.90790 0.15490 -0.382 -0.248 -0.342 0.621
H -5.76871 -1.00960 -2.31454 0.183 -0.066 0.120 0.402
H -5.82583 -2.82963 -2.33873 -0.500 0.106 1.037 0.334
H -4.94940 -2.12985 -3.48772 0.351 0.897 -0.315 0.125
H -2.38213 -1.50503 2.38911 -0.124 -0.658 0.105 -0.280
H -2.58105 -0.24443 1.55149 -0.390 0.753 -0.065 0.254
C -3.29542 -7.58022 0.29554 -0.757 0.639 0.457 -1.454
C -2.04162 -7.68652 -0.53834 -0.414 -1.059 0.431 2.107
C -0.82750 -7.22625 0.25702 0.138 0.343 -0.700 -1.004
O -0.93716 -5.82193 0.30550 1.044 1.098 0.728 0.184
C 0.16269 -5.20162 1.00922 -0.459 0.052 -0.601 -0.238
N -1.88064 -9.09740 -0.97787 0.463 0.727 0.841 -0.664
H -4.16671 -7.87534 -0.28916 -0.055 -0.589 0.211 0.450
H -3.57532 -6.57594 0.61357 0.544 0.496 -0.430 0.156
H -3.21272 -8.05909 1.27122 -0.060 -0.790 -0.303 0.348
H -2.15516 -6.98775 -1.36715 0.202 0.073 -0.239 -0.941
H 0.06051 -7.52305 -0.30106 0.437 0.006 -0.099 0.355
H -0.70783 -7.60815 1.27089 -0.423 -0.454 0.111 0.216
H 0.16775 -5.42742 2.07556 0.020 -0.547 0.086 0.063
H 0.10575 -4.11363 0.97542 -0.567 0.065 -0.361 -0.480
H 1.11945 -5.42127 0.53544 0.103 -0.407 0.115 0.392
H -2.70653 -9.57100 -1.31507 0.092 0.357 -0.117 0.246
H -1.06552 -9.24977 -1.55447 -0.242 0.001 -0.172 0.218
C 0.46588 5.07326 3.13994 0.213 0.326 -0.662 -0.156
C -0.95418 5.62348 3.40442 -0.152 -1.270 -1.249 0.128
C -1.97591 4.84647 2.54953 0.850 0.886 -0.945 -0.864
O -1.67741 5.12536 1.16534 -0.242 -0.052 -0.146 -0.208
C -2.59803 4.52077 0.26176 -0.485 0.245 0.901 -1.194
N -1.31770 5.45974 4.79111 -0.172 0.960 -0.074 -0.701
H 1.22050 5.40691 3.85221 -0.236 0.073 0.419 0.300
H 0.90949 5.32867 2.17760 -0.425 0.223 -0.233 0.230
H 0.45469 3.98332 3.14169 -0.128 -0.181 0.260 -0.443
H -1.10422 6.64392 3.05186 0.459 0.284 0.411 0.438
H -2.97614 5.24261 2.72484 -0.156 -0.431 0.438 0.501
H -1.84535 3.78108 2.73927 -0.463 -0.308 0.114 0.149
H -2.66270 5.05259 -0.68749 0.977 -0.296 -0.174 0.499
H -3.63499 4.63015 0.57935 -0.238 0.022 0.690 0.564
H -2.41908 3.44587 0.23600 0.168 -0.127 -0.627 0.255
H -1.27303 4.49014 5.07036 0.095 -0.177 0.176 0.191
H -0.60541 5.98003 5.28309 -0.112 -0.138 0.685 0.340
C 5.19655 0.93051 0.70290 -0.538 0.822 -0.186 -1.314
C 5.12671 1.78978 -0.57410 -0.120 -0.174 0.442 1.014
C 4.57788 3.23637 -0.36841 -0.323 -1.582 0.822 -1.080
O 3.15778 3.14219 -0.03191 0.771 0.720 -0.766 0.671
C 2.47018 4.40637 -0.00405 0.196 -0.487 -0.275 -0.769
N 6.48328 1.85811 -1.16192 -0.697 -0.045 0.075 -0.741
H 4.22400 0.92322 1.19503 0.024 -0.163 0.142 -0.334
H 5.93465 1.36892 1.37454 0.032 -0.105 0.248 0.510
H 5.48709 -0.09066 0.45612 0.015 0.014 0.013 0.539
H 4.46480 1.21500 -1.22187 -0.048 0.418 -0.437 0.071
H 4.86547 3.85203 -1.22067 -0.682 0.026 -0.336 0.428
H 5.14022 3.63355 0.47664 -0.064 0.355 0.361 0.286
H 1.39077 4.26190 0.04164 0.032 -0.483 0.378 -0.025
H 2.57577 4.95812 -0.93815 0.547 0.162 -0.108 0.142
H 2.78494 5.00006 0.85418 0.114 0.166 -0.028 0.191
H 7.08460 1.94909 -0.35556 0.501 0.408 0.084 0.355
H 6.67650 0.90694 -1.44133 0.210 -0.188 -0.465 0.399
C -2.32747 0.40214 7.48566 0.559 1.074 -1.557 -0.865
C -1.58543 1.54066 8.29247 -0.908 -4.143 -0.129 0.908
C -1.47503 2.86779 7.59862 0.142 0.797 0.360 -1.101
O -0.91969 2.88741 6.28516 -0.519 -0.599 -0.278 -0.228
C 0.51273 2.83338 6.20427 -1.229 -0.388 -0.022 0.114
N -2.30265 1.50549 9.59550 0.314 1.645 -0.062 -0.805
H -2.41463 -0.54161 8.02404 0.282 0.173 0.134 0.480
H -1.83893 0.24012 6.52484 0.435 -0.380 -0.059 -0.406
H -3.32038 0.67048 7.12483 -0.344 0.372 0.521 0.538
H -0.59818 1.09474 8.41331 0.302 0.345 0.461 -0.026
H -0.84543 3.53197 8.19070 -0.183 0.158 0.462 0.412
H -2.48872 3.26775 7.57471 0.049 0.379 -0.449 0.357
H 0.76969 2.73353 5.14970 -0.080 0.058 -0.003 -0.417
H 0.81811 1.91400 6.70384 0.617 0.359 0.263 0.057
H 0.92053 3.77565 6.57023 0.378 -0.227 0.362 0.439
H -3.28241 1.55511 9.35523 -0.336 0.392 0.080 0.337
H -2.25501 0.59888 10.03810 0.624 -0.150 -0.138 0.301
C -0.00991 -7.16362 8.70501 -0.038 -0.281 -0.664 -1.454
C 1.08599 -6.46915 7.88723 0.198 1.241 1.226 0.752
C 0.49972 -5.35872 6.97247 0.306 -0.101 0.122 0.634
O -0.32844 -5.93632 6.00853 -0.632 -0.346 -1.584 -0.390
C 0.33517 -6.58976 4.89988 -0.455 0.693 1.015 -0.613
N 2.05787 -5.90939 8.86510 -0.576 0.505 -0.387 -0.703
H -0.74060 -7.60917 8.02997 0.153 -0.327 -0.046 0.309
H -0.61619 -6.54227 9.36415 0.491 0.486 0.004 0.328
H 0.47602 -7.93113 9.30742 -0.232 -0.199 0.033 0.412
H 1.60601 -7.20230 7.27065 -0.266 -0.193 -0.310 0.163
H 1.21267 -4.70280 6.47291 0.851 -0.335 0.003 -0.893
H -0.10941 -4.60603 7.47299 -0.220 -0.435 0.678 0.321
H -0.35322 -6.67698 4.05928 -0.396 -0.344 0.409 0.096
H 0.68374 -7.55077 5.27813 0.240 -0.111 -0.605 0.428
H 1.12677 -5.96471 4.48661 0.520 0.006 0.345 0.247
H 2.40084 -6.60009 9.51733 -0.048 -0.122 -0.112 0.239
H 2.84614 -5.45728 8.42428 0.063 -0.082 -0.114 0.202
C -0.45162 4.72626 -3.06930 -0.388 0.660 0.136 -0.765
C -0.07495 5.78016 -4.15806 0.218 -1.202 1.099 0.062
C 1.15776 6.61372 -3.70682 -0.388 0.122 0.472 -0.498
O 0.86267 7.27969 -2.51704 -0.767 0.816 1.132 -0.281
C 1.83049 8.18106 -1.96944 -0.581 -0.450 -0.900 -0.765
N 0.25070 5.04868 -5.36261 0.363 0.061 -0.594 -0.379
H -0.79498 5.18369 -2.14141 0.492 0.338 0.092 0.354
H 0.37400 4.05251 -2.84016 0.222 0.026 -0.045 -0.293
H -1.31772 4.11597 -3.32526 0.109 -0.072 -0.676 0.426
H -0.99404 6.31662 -4.39380 0.325 0.709 0.287 0.446
H 1.53653 7.30989 -4.45513 -0.369 0.287 -0.483 0.517
H 2.00541 5.95117 -3.53190 0.157 -0.671 -0.033 0.139
H 2.63081 7.59481 -1.51790 0.374 0.279 -0.083 0.281
H 1.38114 8.84120 -1.22755 -0.338 -0.496 0.153 0.226
H 2.14357 8.86434 -2.75888 0.628 -0.108 -0.127 0.340
H 1.06243 4.47599 -5.18037 0.209 -0.503 0.101 -0.106
H 0.60194 5.72063 -6.02986 -0.119 0.140 -0.508 0.300
```
Forces are in eV/Å.

For the LUMO energy, the calculation gives 0.3 eV. For the total energy, the calculation gives -5179.9949 a.u.